Model w:
The following is a DFT calculation (ωB97M-V/def2-TZVPD) of one molecule with the formula C4H3N3O.

Values from the calculation:
E_HOMO   -10.031 eV
Structure (SMILES)   O=C1Cc2[nH]nnc21
Spin multiplicity   1
Frontier orbital gap   0.3885 Eh
Lowest unoccupied orbital energy   0.54 eV

Geometry as XYZ:
```
11
C4H3N3O (ωB97M-V/def2-TZVPD)
O 2.4817 -1.2439 0.0027
C 1.4940 -0.6589 -0.0075
C 1.0525 0.9073 -0.0345
C -0.3475 0.3075 -0.0194
N -1.7245 0.3182 0.0091
N -2.1729 -0.9358 -0.0238
N -1.1793 -1.7886 -0.0202
C 0.0508 -0.9737 0.0030
H 1.3463 1.4458 0.8652
H 1.3946 1.5350 -0.8529
H -2.3956 1.0871 0.0782
```

Mulliken atomic charge list, values in e, 2 entries: atom 1 (O): -0.454, atom 2 (C): 0.344

Model x:
The following is a DFT calculation (ωB97M-V/def2-TZVPD) of one molecule with the formula C4H3N3O.

Values from the calculation:
E_HOMO   -9.062 eV
Structure (SMILES)   [H]/N=C1/C=NC(=O)C=N1
Spin multiplicity   1
Frontier orbital gap   0.2684 Eh
Lowest unoccupied orbital energy   -1.76 eV

Geometry as XYZ:
```
11
C4H3N3O (ωB97M-V/def2-TZVPD)
H -2.6436 -1.0040 -0.1518
N -2.3770 0.0890 -0.0462
C -1.1311 0.1051 -0.1134
C -0.2200 1.2829 0.0202
N 0.9714 1.2480 0.1309
C 1.7246 0.1551 -0.0096
O 2.8546 -0.0048 -0.1770
C 0.8547 -1.0707 0.0200
N -0.3834 -0.9513 -0.0308
H -0.8545 2.2901 -0.1740
H 1.2044 -2.1392 0.5318
```

Mulliken atomic charge list, values in e, 2 entries: atom 1 (H): 0.333, atom 2 (N): -0.600

Model y:
The following is a DFT calculation (ωB97M-V/def2-TZVPD) of one molecule with the formula C4H3N3O.

Values from the calculation:
E_HOMO   -10.230 eV
Structure (SMILES)   O=C/N=C1\C=NC=N1
Spin multiplicity   1
Frontier orbital gap   0.3007 Eh
Lowest unoccupied orbital energy   -2.05 eV

Geometry as XYZ:
```
11
C4H3N3O (ωB97M-V/def2-TZVPD)
O -2.0250 0.9361 0.6239
C -2.2567 -0.2120 0.1244
N -1.1179 -1.1338 -0.2216
C 0.0280 -0.6233 -0.4102
C 0.5069 0.8608 -0.4466
N 1.7438 1.0506 -0.1583
C 2.2009 -0.2321 0.4478
N 1.2436 -1.2006 0.2905
H -3.2210 -0.7434 -0.3387
H -0.2702 1.4202 -1.0410
H 3.1676 -0.1226 1.1298
```

Mulliken atomic charge list, values in e, 2 entries: atom 1 (O): -0.471, atom 2 (C): 0.250

Which structure is the least stable? The one labeled model y.

Model w:
The following is a DFT calculation (ωB97M-V/def2-TZVPD) of one molecule with the formula C3H5F2N.

Values from the calculation:
E_HOMO   -9.800 eV
Structure (SMILES)   N[C@H]1CC1(F)F
Spin multiplicity   1
Frontier orbital gap   0.3878 Eh
Lowest unoccupied orbital energy   0.75 eV

Geometry as XYZ:
```
11
C3H5F2N (ωB97M-V/def2-TZVPD)
N -0.5543 -0.8971 -1.0167
C -0.4623 0.4153 -0.2252
C -0.2431 0.0808 1.1283
C 0.9578 0.3109 0.2168
F 1.8536 -0.6532 -0.1517
F 1.6813 1.3527 0.6836
H 0.3797 -0.8368 -1.7255
H -1.6464 -0.9392 -1.4795
H -1.3041 1.2499 -0.5537
H -0.2458 0.9676 1.8470
H -0.4165 -1.0509 1.2766
```

Mulliken atomic charge list, values in e, 2 entries: atom 1 (N): -0.624, atom 2 (C): -0.047

Model x:
The following is a DFT calculation (ωB97M-V/def2-TZVPD) of one molecule with the formula C3H5F2N.

Values from the calculation:
E_HOMO (alpha / beta)   -9.254 / -9.414 eV
Spin multiplicity   1
Frontier orbital gap (alpha / beta)   0.3177 / 0.3376 Eh
Lowest unoccupied orbital energy (alpha / beta)   -0.61 / -0.23 eV

Geometry as XYZ:
```
11
C3H5F2N (ωB97M-V/def2-TZVPD)
C 0.6974 0.4086 1.2209
C -1.2719 -0.7661 -0.2549
C -0.0426 0.2511 -0.0734
N 0.8302 -0.1084 -1.2095
F -2.4998 -0.5650 0.3438
F -0.7113 1.5845 -0.3035
H 0.4699 1.1971 1.8756
H 1.3534 -0.2876 1.6956
H -1.1279 -1.8424 -0.0650
H 0.4081 0.1228 -2.1339
H 1.8946 0.0054 -1.0956
```

Mulliken atomic charge list, values in e, 2 entries: atom 1 (C): -1.061, atom 2 (C): -0.382

Which structure is the least stable? The one labeled model x.

Model w:
The following is a DFT calculation (ωB97M-V/def2-TZVPD) of a 2-piece molecular cluster, C4H6NP overall.

Values from the calculation:
E_HOMO   -10.217 eV
Spin multiplicity   1
Frontier orbital gap   0.3450 Eh
Lowest unoccupied orbital energy   -0.83 eV

Geometry as XYZ:
```
12
C4H6NP (ωB97M-V/def2-TZVPD)
C -2.9683 0.2947 -0.0558
C 0.1603 -0.4307 -0.0444
C 1.5038 -1.0995 -0.0927
C 0.1625 1.0484 0.1232
N -3.7635 1.1099 0.0288
P -1.1848 -1.4149 -0.1582
H 1.9732 -1.0756 0.8945
H 2.1653 -0.5768 -0.7853
H 1.4205 -2.1401 -0.4042
H -0.8494 1.4401 0.1930
H 0.6652 1.5227 -0.7218
H 0.7153 1.3218 1.0227
```

Mulliken atomic charge list, values in e, 2 entries: atom 1 (C): -0.111, atom 2 (C): 0.746

Model x:
The following is a DFT calculation (ωB97M-V/def2-TZVPD) of a 2-piece molecular cluster, C4H6NP overall.

Values from the calculation:
E_HOMO   -9.103 eV
Spin multiplicity   1
Frontier orbital gap   0.3110 Eh
Lowest unoccupied orbital energy   -0.64 eV

Geometry as XYZ:
```
12
C4H6NP (ωB97M-V/def2-TZVPD)
C -0.7409 -0.5083 -0.9628
C 0.1750 -0.9526 -1.8141
C 1.2103 0.2332 0.1656
C -0.1333 0.1583 0.1459
N -1.4991 0.5171 2.0394
P 1.9016 -0.7202 -1.2905
H -1.7359 -0.7917 -0.9120
H -0.0256 -1.5727 -2.7733
H 1.8847 0.6883 0.8100
H -1.9556 -0.4017 1.5855
H -0.8531 0.2726 2.8196
H 2.1736 0.1505 -2.3853
```

Mulliken atomic charge list, values in e, 2 entries: atom 1 (C): -0.274, atom 2 (C): -0.328

Which structure is the least stable? The one labeled model x.

Model w:
The following is a DFT calculation (ωB97M-V/def2-TZVPD) of an isolated ion of composition CH7N5 and charge +2.

Values from the calculation:
Total charge   +2
E_HOMO (alpha / beta)   -19.108 / -18.358 eV
Spin multiplicity   1
Frontier orbital gap (alpha / beta)   0.3062 / 0.2674 Eh
Lowest unoccupied orbital energy (alpha / beta)   -10.78 / -11.08 eV

Geometry as XYZ:
```
13
CH7N5 (ωB97M-V/def2-TZVPD)
C 0.1077 1.3112 0.4962
N -1.2440 1.5578 0.0323
N 0.9320 0.2552 0.5152
N 1.2090 -2.1452 0.1617
N -1.8759 1.2907 -1.0284
N 0.6581 -0.9625 0.0445
H 0.3353 2.0899 1.3179
H 1.8012 0.2617 1.1446
H 2.1751 -2.2251 0.5317
H 0.6219 -2.9041 0.1814
H -2.8542 1.4850 -0.9544
H -1.5799 1.0072 -1.9891
H -0.2862 -1.0216 -0.4537
```

Mulliken atomic charge list, values in e, 2 entries: atom 1 (C): 0.111, atom 2 (N): -0.119

Model x:
The following is a DFT calculation (ωB97M-V/def2-TZVPD) of an isolated ion of composition CH7N5 and charge +2.

Values from the calculation:
Total charge   +2
E_HOMO (alpha / beta)   -19.473 / -19.293 eV
Spin multiplicity   1
Frontier orbital gap (alpha / beta)   0.3033 / 0.2791 Eh
Lowest unoccupied orbital energy (alpha / beta)   -11.22 / -11.70 eV

Geometry as XYZ:
```
13
CH7N5 (ωB97M-V/def2-TZVPD)
C -1.1119 -1.1181 -0.1048
N -2.1582 -0.3923 -0.1713
N 0.2913 -0.8446 0.1907
N 2.2891 0.2353 -0.3775
N -2.6057 0.8091 -0.0521
N 1.1498 0.1252 0.3122
H -1.4216 -2.2079 -0.0489
H 0.8404 -1.7550 -0.1124
H 2.7458 -0.6046 -0.4400
H 2.9059 1.0532 -0.3190
H -3.4092 1.1357 -0.4968
H -2.1504 1.4713 0.5625
H 0.6029 0.9844 0.6510
```

Mulliken atomic charge list, values in e, 2 entries: atom 1 (C): 0.158, atom 2 (N): 0.084

Which structure is the least stable? The one labeled model x.